Entry from the OMol25 dataset: an isolated ion of composition C4H11N2O and charge -1 (the ωB97M-V functional and the def2-TZVPD basis).

Geometry as XYZ:
```
18
Properties=species:S:1:pos:R:3:lowdin_charge:R:1
N 2.65 -0.68 -1.01 -0.088
C 1.64 0.51 -1.14 -0.345
N 0.38 0.11 -0.61 -0.116
C 0.22 0.38 0.91 -0.250
C -1.03 -0.42 1.21 -0.259
C -2.31 -0.08 0.24 -0.508
O -2.37 -0.01 -1.12 -0.377
H 2.45 -1.32 -0.18 0.055
H 2.56 -1.22 -1.92 0.036
H 2.08 1.24 -0.42 0.071
H 1.69 0.89 -2.32 0.142
H -0.64 0.13 -1.02 0.084
H 1.01 0.42 1.76 0.110
H -0.09 1.50 0.86 0.110
H -1.60 0.09 2.02 0.065
H -1.06 -1.54 1.48 0.098
H -2.66 0.98 0.66 0.093
H -2.94 -0.99 0.60 0.079
```

As for the energy relative to the best compared isomer or geometry (same formula, charge and spin): 340.0 kJ/mol. Its net charge is -1. The HOMO energy comes out at -2.91 eV. The SMILES is NCNCCC[O-]. For the LUMO energy, the calculation gives 4.28 eV. The calculation puts the total energy at -343.6417 a.u.